(1)
{
  "formula": "C20H30NO3PSTi",
  "method": "ωB97M-V/def2-TZVPD",
  "elements": ["H", "H", "H", "C", "C", "H", "H", "H", "H", "H", "C", "Ti", "H", "H", "C", "C", "C", "H", "C", "C", "O", "H", "H", "H", "H", "H", "H", "C", "H", "H", "C", "C", "H", "H", "H", "P", "C", "C", "H", "H", "H", "S", "N", "C", "C", "C", "H", "O", "C", "H", "H", "H", "H", "C", "O", "C", "C"],
  "coordinates": [[-1.64, 1.28, 7.72], [0.59, -1.44, -3.65], [-2.34, 2.26, -4.27], [-2.66, 0.11, -4.30], [-1.57, -1.14, -2.52], [-0.57, 2.61, 4.66], [-0.79, 2.66, 7.00], [-0.58, -1.12, 6.81], [1.82, 1.00, 0.70], [0.12, 1.38, 7.85], [-0.41, -0.56, 3.46], [0.28, 0.20, -0.11], [2.11, 3.07, -3.25], [-0.42, -2.36, 4.66], [1.46, 3.72, -0.62], [-1.29, 1.25, -2.66], [-2.14, 1.30, -3.79], [1.87, -2.68, -3.81], [2.31, -2.88, -1.15], [-1.00, 0.04, -2.00], [-0.78, -2.82, 2.00], [1.60, 1.37, -3.58], [2.75, -3.73, -1.70], [0.74, 4.04, 0.13], [-1.99, -3.20, -2.51], [0.00, -3.65, -0.76], [0.05, -3.95, -2.51], [-0.02, -3.16, -1.74], [2.26, -1.10, -3.11], [3.08, -2.10, -1.06], [1.48, -1.86, -3.18], [-0.55, 1.52, 4.67], [-0.44, 1.40, 2.52], [2.41, 3.54, -0.10], [-1.88, -2.49, -0.89], [0.91, 2.18, -1.37], [-0.46, -1.27, 4.67], [-1.41, -2.50, -1.89], [-0.55, 3.28, -2.94], [1.58, 4.47, -1.42], [1.29, 1.29, 1.10], [-0.33, -1.46, 1.93], [1.16, -2.34, -1.85], [-2.39, -1.10, -3.67], [-0.61, 0.83, 5.88], [-0.56, -0.57, 5.87], [-3.29, 0.12, -5.19], [1.04, -1.25, 1.28], [-0.47, 0.83, 3.46], [2.98, 1.64, -2.52], [-1.34, 2.97, -1.32], [2.02, -3.22, -0.15], [-2.83, -2.03, -4.05], [2.01, 2.05, -2.83], [-1.19, -0.54, 1.04], [-0.73, 1.58, 7.18], [-0.72, 2.55, -2.13]],
  "mulliken_charge": [0.33, 0.32, 0.38, -0.82, 0.79, 0.28, 0.34, 0.37, 0.49, 0.33, 0.06, -0.72, 0.41, 0.42, -1.23, 1.26, -0.87, 0.35, -1.19, 0.22, -0.64, 0.35, 0.36, 0.37, 0.25, 0.30, 0.40, -1.01, 0.22, 0.28, -1.12, -1.01, 0.33, 0.39, 0.35, 1.25, -0.48, -0.68, 0.42, 0.41, -0.38, 1.85, 0.72, -0.92, 0.93, -0.67, 0.36, -0.54, -0.20, 0.34, 0.37, 0.32, 0.32, -1.48, -0.63, -1.38, -1.27],
  "spin_multiplicity": 3,
  "lumo_ev": [0.3, 0.1],
  "homo_lumo_gap_ev": [6.8, 7.8]
}

***

(2)
{
  "formula": "C20H30ReSi2",
  "method": "ωB97M-V/def2-TZVPD",
  "elements": ["H", "H", "C", "H", "C", "H", "H", "C", "H", "H", "H", "H", "C", "H", "H", "C", "C", "H", "H", "H", "H", "C", "H", "Si", "C", "H", "H", "H", "C", "C", "H", "C", "C", "H", "C", "C", "H", "C", "C", "C", "H", "C", "H", "C", "C", "H", "Re", "H", "H", "H", "H", "Si", "H"],
  "coordinates": [[2.87, -1.01, 3.77], [-2.85, -3.16, 1.73], [0.61, -0.96, 2.06], [-2.71, -3.35, -0.04], [-1.37, 1.52, -0.75], [2.89, -2.70, 3.22], [-1.43, -1.35, 2.73], [2.46, 2.75, -0.33], [1.23, -0.02, -3.05], [3.69, -1.90, 0.95], [-1.79, -4.38, 1.04], [-3.62, -0.41, -2.80], [1.29, -2.01, 0.03], [-3.47, 1.69, -0.06], [-3.64, 0.06, 1.40], [-0.06, -2.46, -0.17], [-2.74, -0.93, -2.40], [-4.71, -0.09, -0.01], [-3.89, 3.81, -1.03], [-2.99, -2.00, -2.38], [3.09, 0.92, 1.99], [-3.80, -0.47, 0.46], [2.36, 3.65, -0.94], [-2.37, -0.31, -0.71], [3.32, -1.70, 3.06], [-3.98, -1.52, 0.68], [-0.30, -3.00, -1.07], [2.20, 3.02, 0.69], [-0.62, 3.59, -1.82], [-0.35, 2.31, -1.35], [2.84, 0.01, -2.33], [-2.65, 2.13, -0.61], [1.68, -1.39, 1.22], [0.82, -0.32, 2.90], [-0.70, -1.55, 1.95], [-2.91, 3.38, -1.15], [4.70, 0.23, 1.76], [3.13, -1.23, 1.61], [-0.98, -2.45, 0.92], [-2.17, -3.37, 0.91], [-2.11, 5.10, -2.15], [-1.90, 4.11, -1.76], [3.65, 0.46, 0.36], [1.97, 0.62, -2.57], [3.66, 0.19, 1.42], [2.28, 1.36, -3.30], [-0.14, -0.26, 0.11], [-1.91, -0.79, -3.10], [4.38, -1.76, 3.28], [2.03, -2.21, -0.75], [0.19, 4.19, -2.22], [1.30, 1.50, -1.06], [3.51, 2.46, -0.36]],
  "mulliken_charge": [0.38, 0.47, -0.39, 0.36, 0.94, 0.41, 0.50, -1.21, 0.35, 0.53, 0.39, 0.40, -0.67, 0.46, 0.38, -0.63, -1.05, 0.52, 0.46, 0.39, 0.29, -1.26, 0.45, 0.03, -1.61, 0.39, 0.59, 0.40, -0.84, 0.84, 0.36, -0.97, 0.53, 0.69, -0.78, -0.99, 0.49, 0.17, 0.48, -1.58, 0.44, -0.65, 0.08, -1.04, -1.17, 0.43, 0.84, 0.36, 0.46, 0.56, 0.44, 0.15, 0.42],
  "total_charge": 2,
  "relative_energy_kj_mol": 0.0,
  "spin_multiplicity": 2,
  "lumo_ev": [-8.1, -8.6],
  "homo_lumo_gap_ev": [6.9, 6.3]
}

***

(3)
{
  "formula": "C20H31Al2BBr3ClF8N3O8S",
  "method": "ωB97M-V/def2-TZVPD",
  "elements": ["O", "Br", "F", "H", "H", "C", "C", "C", "F", "H", "C", "N", "H", "H", "C", "C", "O", "O", "N", "H", "H", "H", "C", "H", "N", "F", "Al", "H", "H", "O", "O", "H", "C", "H", "H", "C", "Br", "H", "C", "H", "Br", "H", "H", "F", "C", "O", "H", "H", "H", "C", "C", "H", "H", "H", "S", "O", "F", "H", "Al", "C", "F", "H", "C", "O", "H", "Cl", "H", "C", "F", "C", "C", "H", "C", "C", "F", "H", "H", "B"],
  "coordinates": [[6.34, 0.83, -2.47], [1.11, 3.82, 6.35], [6.38, 5.94, -0.71], [8.95, 3.15, -6.05], [-5.46, -8.94, 2.40], [-5.19, -7.91, 2.20], [-4.20, -2.16, 0.13], [-1.11, 2.46, 0.17], [4.48, 4.07, -1.51], [2.64, 1.50, 2.33], [-5.79, -1.37, -1.48], [-1.77, 1.36, 0.63], [-3.67, -3.97, 1.51], [8.92, 1.51, -0.95], [-6.11, -3.64, -0.37], [-0.39, 3.10, 5.39], [-10.46, -3.35, -2.92], [-6.23, -0.50, -2.32], [2.92, 3.47, 1.66], [8.08, 2.66, -4.71], [-4.62, -7.87, 1.27], [-7.07, -0.86, -2.68], [-6.60, -2.62, -1.30], [3.13, 2.23, -0.68], [8.85, 3.25, -5.04], [-10.02, -1.74, -0.50], [-3.25, -1.70, 2.86], [-1.09, 3.90, 5.23], [4.33, -0.34, 1.62], [-3.13, -2.00, 0.84], [-6.39, -7.15, 2.07], [0.78, 0.08, 2.29], [0.98, 1.92, 1.18], [6.50, -1.41, -1.47], [7.72, -0.82, -0.32], [-4.63, -1.18, -0.78], [0.13, 2.46, 3.62], [-4.59, -7.53, 3.03], [4.69, 2.01, 0.70], [-10.34, -3.66, -3.83], [-1.29, 1.72, 6.38], [5.36, 2.29, -0.10], [8.65, 4.23, -4.81], [6.37, 5.04, -3.35], [7.38, 0.44, -1.99], [5.20, 4.04, 1.84], [-9.66, -2.86, -2.70], [9.71, 2.96, -4.58], [-6.13, -6.24, 1.89], [7.47, -0.94, -1.38], [-1.06, 0.53, 1.41], [-1.68, 3.14, -0.43], [0.64, 3.66, -0.07], [-4.04, -0.29, -0.88], [5.31, 0.58, 1.65], [-4.48, -4.34, 1.16], [-9.78, -3.59, 0.84], [8.20, -1.58, -1.87], [6.10, 4.62, -1.72], [-4.97, -3.42, 0.30], [7.15, 3.33, -1.32], [3.12, 0.57, -0.03], [2.43, 2.13, 1.46], [-7.62, -2.74, -1.91], [-6.69, -4.54, -0.26], [-3.60, 2.10, 0.40], [-1.48, -0.40, 1.81], [3.24, 1.62, 0.23], [-11.83, -2.55, 0.68], [8.59, 1.33, -1.97], [0.25, 0.80, 1.68], [9.41, 0.86, -2.54], [0.21, 2.77, 0.37], [4.35, 3.32, 1.48], [-10.10, -1.52, 1.79], [8.33, 2.28, -2.43], [2.58, 4.06, 0.90], [-10.45, -2.35, 0.71]],
  "mulliken_charge": [-0.55, 0.01, -0.37, 0.40, 0.26, -0.50, 1.01, -0.39, -0.36, 0.79, 0.16, 0.13, 0.27, 0.33, -0.52, -0.44, -0.58, -0.51, -0.35, 0.32, 0.23, 0.36, 0.62, 0.41, -0.46, -0.38, 0.64, 0.40, 0.12, -0.81, -0.47, 0.44, -0.50, 0.30, 0.28, -0.89, 0.28, 0.22, 1.54, 0.27, -0.04, -0.54, 0.36, -0.42, 1.01, -0.50, 0.35, 0.38, 0.25, -1.24, 0.09, 0.52, 0.49, 0.55, -0.27, -0.49, -0.40, 0.41, 0.42, 0.40, -0.31, 0.43, 0.15, -0.40, 0.51, 0.06, 0.04, -1.44, -0.36, -0.79, -0.18, 0.44, -0.67, 0.07, -0.41, -0.16, 0.40, 0.58],
  "total_charge": 1,
  "lumo_ev": -7.3,
  "homo_lumo_gap_ev": 3.6
}

***

(4)
{
  "formula": "C20H31AuB2N7S",
  "method": "ωB97M-V/def2-TZVPD",
  "elements": ["C", "H", "C", "H", "H", "C", "H", "H", "C", "B", "C", "N", "C", "N", "H", "H", "C", "C", "N", "C", "C", "H", "C", "C", "N", "H", "H", "H", "H", "H", "H", "H", "B", "N", "H", "C", "C", "S", "H", "N", "H", "H", "C", "H", "H", "Au", "H", "H", "H", "C", "C", "H", "C", "H", "H", "H", "C", "N", "C", "H", "H", "H"],
  "coordinates": [[2.69, 0.04, -3.09], [-2.40, 0.55, 1.53], [-5.02, 0.02, -0.66], [1.34, 4.19, -1.49], [1.87, 2.86, 3.27], [3.65, -0.83, -2.61], [1.45, 4.82, 1.14], [-3.88, 1.73, -0.09], [4.14, -1.78, -0.26], [0.77, 1.44, -2.06], [-0.22, 3.31, 3.39], [0.97, 2.25, -0.77], [3.32, -1.02, -1.26], [-1.38, 0.92, -0.89], [-3.47, -0.42, -3.00], [4.65, -3.40, -1.60], [1.02, 2.65, 1.36], [-2.65, 0.03, -2.48], [-1.54, -2.63, 0.01], [-1.39, 0.29, -2.98], [4.21, -3.27, -0.61], [-3.73, -4.88, -0.56], [3.66, -1.56, 1.17], [-3.72, 0.65, -0.17], [1.85, 0.34, -2.09], [-4.91, -1.06, -0.73], [2.57, 0.46, -4.07], [0.78, 0.98, 4.39], [0.89, 2.13, -3.02], [-4.58, -3.36, -1.36], [-0.07, 4.37, 3.16], [-0.15, 0.59, 2.94], [-3.98, -3.71, -0.39], [-0.64, 0.83, -2.01], [-5.82, 0.24, 0.04], [-0.33, -2.25, 0.28], [0.94, 2.47, 2.84], [0.84, -3.44, 0.64], [-4.59, -3.54, 0.62], [2.23, -0.32, -0.98], [4.48, -1.25, -3.14], [3.60, -0.50, 1.39], [1.26, 3.86, 0.70], [3.21, -3.70, -0.61], [-0.30, 3.19, 4.46], [0.29, -0.31, 0.37], [5.17, -1.38, -0.34], [-3.27, -0.96, 1.19], [4.82, -3.80, 0.11], [-2.61, -3.05, -0.26], [-3.35, 0.12, 1.22], [-4.12, 0.40, 1.94], [-2.60, 0.47, -1.15], [-0.99, 0.12, -3.96], [-1.16, 3.00, 2.94], [2.67, -1.99, 1.30], [1.22, 3.56, -0.64], [0.86, 1.70, 0.44], [0.79, 1.02, 3.30], [1.61, 0.41, 2.94], [-5.30, 0.41, -1.63], [4.34, -2.03, 1.88]],
  "mulliken_charge": [-0.46, -0.10, -1.54, 0.46, 0.32, -1.18, 0.50, 0.30, 0.82, 0.04, -1.38, 0.33, -0.02, -0.77, 0.50, 0.38, -0.43, -0.72, -0.26, -0.81, -1.29, -0.09, -1.15, 1.06, 0.24, 0.16, 0.49, 0.50, -0.14, -0.08, 0.38, 0.14, 0.10, 1.25, 0.42, 0.06, 0.84, -0.06, -0.10, -0.15, 0.46, 0.27, -1.26, 0.23, 0.43, 0.27, 0.29, 0.08, 0.39, 0.00, -0.75, 0.49, -0.35, 0.52, 0.28, -0.10, -0.30, 0.82, -1.29, 0.09, 0.39, 0.48],
  "spin_multiplicity": 4,
  "lumo_ev": [0.5, -3.0],
  "homo_lumo_gap_ev": [7.7, 6.1]
}